Record 1
ORCA calculation (ωB97M-V/def2-TZVPD) on 2 unconnected molecules or ions with the total composition C3H9NO4S.

The energy above the lowest of the compared OMol25 structures with the same formula, charge and spin is 323.9 kJ/mol. As for the LUMO energy (spin up / spin down): -1.2 / -1.2 eV. The value obtained for the total energy is -873.4604 a.u. The HOMO energy (spin up / spin down) is -0.3549 / -0.3549 hartree.

Element x y z (Å)
C: 1.55 1.13 0.21
C: 0.50 -0.83 1.03
C: 0.76 -0.50 -1.38
N: 0.75 0.01 0.06
O: -2.01 0.12 1.54
O: -1.98 -1.34 -0.51
O: -3.38 0.62 -0.45
O: -0.99 0.81 -0.52
S: -2.15 0.03 -0.14
H: 2.70 0.82 -0.10
H: 1.21 1.77 -0.62
H: 1.58 1.43 1.23
H: -0.99 0.00 1.86
H: -0.28 -1.66 0.83
H: 0.35 -0.51 2.05
H: 0.90 0.34 -1.95
H: 1.61 -1.23 -1.50
H: -0.13 -1.00 -1.65


Record 2
ORCA calculation (ωB97M-V/def2-TZVPD) on a single C3H9NO4S molecule.

The energy above the lowest of the compared OMol25 structures with the same formula, charge and spin is 303.1 kJ/mol. Its spin multiplicity is 3. As for the LUMO energy (spin up / spin down): 0.4 / -4.6 eV. As for the expectation value of S²: 2.007. The value obtained for the total energy is -873.3052 a.u. The HOMO energy (spin up / spin down) is -0.1326 / -0.4040 hartree.

Element x y z (Å)
C: 2.39 -0.37 0.05
C: 0.99 -0.87 -0.11
C: 0.03 0.18 0.20
N: -2.61 0.96 -0.17
O: -2.27 -0.75 1.50
O: -1.84 -1.28 -0.99
O: -0.05 1.17 -0.81
O: 0.19 0.66 1.49
S: -1.75 -0.43 0.14
H: 2.67 -0.03 1.01
H: 2.56 0.31 -0.74
H: 3.00 -1.18 -0.41
H: 0.73 -1.13 -1.24
H: 0.78 -1.86 0.35
H: -2.35 1.85 0.27
H: -2.58 1.17 -1.13
H: 0.74 1.09 -1.43
H: -0.61 0.52 2.01


Record 3
ORCA calculation (ωB97M-V/def2-TZVPD) on a molecular structure, C3H9NO5S3.

The energy above the lowest of the compared OMol25 structures with the same formula, charge and spin is 130.4 kJ/mol. As for the LUMO energy: -0.4 eV. The value obtained for the total energy is -1745.0764 a.u. The HOMO energy is -0.3592 hartree.

Element x y z (Å)
C: 0.20 -2.83 0.55
C: 1.91 1.80 -1.27
C: -2.39 1.11 0.96
N: 0.03 -0.02 0.07
O: -1.61 -1.80 -0.99
O: 2.43 0.28 0.91
O: 1.97 -0.75 -1.22
O: -0.10 2.41 0.39
O: -1.29 1.35 -1.44
S: -0.17 -1.72 -0.92
S: 1.66 0.28 -0.30
S: -0.90 1.31 -0.07
H: -0.28 -2.06 1.26
H: 1.31 -2.97 0.67
H: -0.42 -3.71 0.35
H: 0.95 2.03 -1.90
H: 2.15 2.57 -0.68
H: 2.71 1.60 -1.99
H: -2.68 0.16 1.03
H: -2.38 1.57 2.02
H: -3.15 1.62 0.41